Record 1
ORCA calculation (the ωB97M-V functional and the def2-TZVPD basis) on a 8-piece molecular cluster, C35H51N8S overall.

Cartesian coordinates (Å):
C: 1.508 4.292 5.259
C: 0.703 3.684 4.092
C: 1.379 3.711 2.713
C: 0.907 2.559 1.803
C: 2.033 1.792 1.105
C: 1.596 0.390 0.645
C: 2.302 -0.109 -0.645
N: 1.429 -0.534 -1.708
S: 0.777 -2.051 -1.375
H: 1.470 3.616 6.114
H: 2.540 4.511 4.992
H: 1.040 5.221 5.590
H: -0.246 4.217 4.005
H: 0.443 2.656 4.352
H: 1.071 4.642 2.231
H: 2.466 3.698 2.811
H: 0.244 2.941 1.025
H: 0.316 1.835 2.371
H: 2.874 1.699 1.802
H: 2.393 2.353 0.237
H: 1.751 -0.288 1.487
H: 0.532 0.441 0.401
H: 2.973 -0.941 -0.348
H: 2.899 0.707 -1.080
H: 1.803 -2.762 -0.823
N: -3.656 5.279 6.957
C: -4.284 4.074 6.794
C: -3.320 3.123 6.596
C: -2.060 3.780 6.641
C: -2.301 5.109 6.866
H: -4.118 6.154 7.113
H: -5.357 3.997 6.831
H: -3.495 2.073 6.431
H: -1.090 3.331 6.517
H: -1.626 5.941 6.965
N: -4.434 -4.423 -2.501
C: -4.845 -3.330 -1.781
C: -3.727 -2.670 -1.345
C: -2.591 -3.385 -1.813
C: -3.057 -4.458 -2.522
H: -5.043 -5.089 -2.943
H: -5.893 -3.120 -1.640
H: -3.716 -1.769 -0.755
H: -1.555 -3.127 -1.646
H: -2.532 -5.239 -3.046
N: 5.742 -0.105 -1.562
C: 5.319 -1.327 -2.005
C: 6.422 -2.130 -2.125
C: 7.556 -1.362 -1.737
C: 7.100 -0.117 -1.394
H: 5.132 0.673 -1.385
H: 4.272 -1.515 -2.194
H: 6.415 -3.156 -2.452
H: 8.583 -1.685 -1.711
H: 7.625 0.756 -1.047
N: 4.017 6.995 2.460
C: 5.096 7.032 3.298
C: 4.673 7.533 4.501
C: 3.283 7.807 4.380
C: 2.909 7.465 3.108
H: 4.033 6.667 1.512
H: 6.064 6.695 2.973
H: 5.289 7.679 5.372
H: 2.632 8.200 5.143
H: 1.954 7.505 2.614
N: 3.911 -0.026 -7.084
C: 4.863 0.012 -6.098
C: 4.222 0.241 -4.910
C: 2.831 0.336 -5.181
C: 2.670 0.170 -6.530
H: 4.093 -0.182 -8.056
H: 5.906 -0.134 -6.323
H: 4.687 0.316 -3.944
H: 2.047 0.485 -4.453
H: 1.783 0.161 -7.140
N: -3.292 -7.217 -0.756
C: -2.517 -8.185 -1.328
C: -2.294 -9.158 -0.389
C: -2.963 -8.756 0.799
C: -3.568 -7.554 0.537
H: -3.602 -6.379 -1.218
H: -2.186 -8.100 -2.349
H: -1.712 -10.052 -0.535
H: -2.992 -9.284 1.737
H: -4.166 -6.912 1.161
N: -7.150 -3.396 -4.411
C: -7.057 -3.849 -5.697
C: -8.315 -4.200 -6.110
C: -9.202 -3.945 -5.028
C: -8.452 -3.449 -3.996
H: -6.377 -3.072 -3.856
H: -6.109 -3.881 -6.206
H: -8.572 -4.594 -7.079
H: -10.267 -4.107 -5.011
H: -8.732 -3.130 -3.007

Atoms 1-6, force components in eV/Å:
C -0.5853 0.0866 -0.1157
C 0.1565 0.0733 0.1047
C -0.6892 -0.1217 -0.0300
C 0.2252 -0.0797 -0.1931
C 0.0368 -0.2324 0.0889
C 0.1565 0.6766 -0.1222

For the LUMO energy, the calculation gives 2.166 eV. As for the net charge: -1. As for the multiplicity: 1. Its HOMO-LUMO gap is 4.3 eV. As for the highest occupied orbital energy: -2.1 eV.

Mulliken population analysis, charges in e, atoms 1 to 4: C -1.116; C -0.344; C -0.390; C -0.896


Record 2
ORCA calculation (the ωB97M-V functional and the def2-TZVPD basis) on an isolated ion of composition C3H6O2PS and charge -1 in a non-equilibrium geometry.

Cartesian coordinates (Å):
C: -1.392 -0.423 -0.168
C: 0.145 -0.282 0.081
C: 1.039 0.455 -0.596
P: 2.797 0.535 -0.223
O: 3.433 1.703 -0.867
O: 2.852 0.776 1.427
S: 3.568 -1.322 -0.419
H: -1.911 -0.752 0.730
H: -1.585 -0.975 -1.130
H: -1.890 0.480 -0.194
H: 0.288 -0.874 0.942
H: 0.706 0.778 -1.618
H: 2.563 -0.149 1.752

Atoms 1-6, force components in eV/Å:
C 1.6993 -1.0900 -0.9398
C -1.8255 0.9046 -0.6824
C -1.5878 -1.2288 -0.7894
P 1.4523 -0.7597 0.9211
O -0.2150 0.2936 -0.3073
O -1.3447 -2.1179 0.0605

For the LUMO energy, the calculation gives 3.552 eV. As for the net charge: -1. As for the multiplicity: 1. As for the relative energy (zero: lowest compared OMol25 entry of this formula, charge and spin): 4.37 kcal per mole. Its HOMO-LUMO gap is 7.4 eV. As for the highest occupied orbital energy: -3.8 eV.

Mulliken population analysis, charges in e, atoms 1 to 4: C -1.167; C -0.169; C -0.044; P 0.512